C12H23AgF6NO5 | wB97M-V/def2-TZVPD

Computed properties:
- HOMO energy (eV) = -4.1
- 2S+1 = 1
- total charge = -1

```
48
Properties=species:S:1:pos:R:3:mulliken_charge:R:1
Ag 28.004 -19.875 28.139 0.611
C 27.933 -20.572 31.228 -0.391
O 27.191 -21.619 30.518 0.004
O 28.935 -20.178 30.513 -0.706
C 26.932 -19.483 31.710 0.809
F 27.539 -18.337 31.964 -0.293
F 25.883 -19.208 30.877 -0.286
F 26.291 -19.873 32.848 -0.319
C 26.349 -22.432 31.264 -0.230
C 25.589 -23.343 30.326 -1.184
H 24.960 -24.085 30.817 0.388
H 25.074 -22.757 29.561 0.158
H 26.280 -23.937 29.710 0.307
H 25.575 -21.844 31.789 0.218
H 26.864 -23.016 32.041 0.342
H 28.307 -21.003 32.196 0.146
C 30.621 -19.977 26.628 -0.190
O 29.513 -19.084 26.302 0.133
O 30.517 -20.242 27.879 -0.722
C 30.657 -21.144 25.617 0.820
F 29.411 -21.578 25.277 -0.270
F 31.261 -20.805 24.442 -0.292
F 31.316 -22.204 26.089 -0.284
C 29.539 -18.368 25.085 -0.400
C 28.280 -17.548 24.980 -0.848
H 27.423 -18.163 25.280 0.042
H 28.157 -16.737 25.706 0.136
H 28.087 -17.173 23.974 0.450
H 29.528 -19.056 24.233 0.267
H 30.433 -17.735 25.045 0.293
H 31.568 -19.400 26.435 0.024
C 23.826 -18.757 26.967 -1.773
C 25.283 -18.916 27.408 0.622
C 25.796 -17.682 28.129 -0.745
O 27.212 -17.680 28.149 0.468
C 27.764 -16.499 28.638 -1.140
N 25.447 -20.141 28.219 -0.327
H 23.483 -19.708 26.554 0.444
H 23.681 -18.001 26.188 0.410
H 23.150 -18.488 27.784 0.332
H 25.880 -19.047 26.503 -0.125
H 25.440 -17.643 29.165 0.353
H 25.422 -16.829 27.545 0.463
H 28.848 -16.617 28.720 0.288
H 27.439 -16.288 29.665 0.287
H 27.648 -15.625 27.983 0.340
H 25.143 -20.108 29.184 0.172
H 24.947 -20.879 27.740 0.197
```


C5H7N | wB97M-V/def2-TZVPD

Computed properties:
- HOMO energy (eV) = -8.0
- 2S+1 = 1
- energy relative to the best compared isomer or geometry (same formula, charge and spin) (kcal per mole) = 140.8

```
13
Properties=species:S:1:pos:R:3:mulliken_charge:R:1
C 1.927 0.049 -0.171 -1.238
C 0.433 -0.342 -0.092 1.087
C -0.316 0.895 -0.021 -0.816
C -2.357 0.984 0.072 -0.389
C -2.377 -0.238 0.136 -0.168
N 0.035 -1.566 -0.141 -0.718
H 2.491 -0.538 0.561 0.351
H 2.301 -0.189 -1.173 0.313
H 2.144 1.109 0.006 0.331
H -0.073 1.374 0.941 0.207
H -2.824 1.956 0.088 0.383
H -2.210 -1.293 0.068 0.453
H 0.827 -2.202 -0.275 0.205
```


C31H32Br2Cl3MoN8O2S3 | wB97M-V/def2-TZVPD

Computed properties:
- HOMO energy (alpha / beta) (eV) = -9.9 / -10.0
- 2S+1 = 3
- total charge = +1
- energy relative to the best compared isomer or geometry (same formula, charge and spin) (kcal per mole) = 35.5

```
82
Properties=species:S:1:pos:R:3:mulliken_charge:R:1
Mo -1.953 0.088 1.700 1.104
Br -4.267 -1.263 2.155 -0.311
C -3.007 -5.140 0.270 -0.776
Br -1.771 -6.231 -0.523 -0.035
H -3.727 -4.718 -0.410 0.352
H -3.074 -5.063 1.352 0.468
S -3.510 1.882 2.351 -0.237
C -3.813 2.172 0.717 0.691
N -3.192 1.498 -0.281 0.053
C -3.790 1.799 -1.502 -0.113
C -3.424 1.272 -2.779 -0.382
C -4.288 1.498 -3.852 -0.642
C -5.430 2.298 -3.668 -0.530
C -5.693 2.888 -2.439 -0.397
C -4.894 2.673 -1.388 0.706
S -5.097 3.241 0.232 -0.220
H -2.601 0.568 -2.892 0.125
H -4.083 1.090 -4.846 0.413
H -6.168 2.464 -4.487 0.319
H -6.495 3.609 -2.336 0.358
N -1.237 0.349 3.243 -0.553
C -0.640 1.093 4.248 0.511
C 0.326 0.416 5.005 -0.341
C 0.794 1.072 6.155 -0.668
C 0.331 2.329 6.503 -0.348
C -0.538 3.043 5.690 -0.869
C -1.003 2.434 4.515 -0.156
H 0.660 -0.530 4.649 0.557
H 1.443 0.531 6.881 0.334
H 0.637 2.701 7.472 0.394
H -0.851 4.045 5.903 0.435
H -1.736 2.939 3.866 0.328
N -4.752 -2.843 -5.510 -0.373
C -4.271 -2.565 -4.263 0.489
N -4.530 -3.647 -3.284 -0.448
O -3.713 -1.509 -3.944 -0.563
H -5.123 -3.724 -5.841 0.186
H -4.729 -2.093 -6.198 0.229
H -5.252 -4.356 -3.402 0.243
H -4.664 -3.222 -2.345 0.199
Cl 5.919 -0.945 -5.549 -0.184
C 5.238 -0.290 -4.093 0.177
C 4.735 -1.062 -3.040 -0.754
C 4.188 -0.507 -1.934 -0.040
C 4.159 0.915 -1.732 0.262
C 4.129 1.609 -0.382 -0.323
C 2.870 2.523 -0.094 -0.887
N 1.642 1.709 -0.116 0.283
C 1.014 1.227 -1.317 -1.206
C -0.177 0.789 -0.911 -0.820
N -0.285 0.853 0.457 0.956
C 0.831 1.420 0.907 -0.647
O 4.358 0.698 0.783 -0.326
C 3.393 -0.151 1.341 0.213
C 4.216 -1.196 2.076 -0.018
C 4.042 -2.566 2.010 0.357
Cl 2.899 -3.448 1.123 -0.208
S 5.322 -3.503 2.888 -0.125
C 5.925 -2.007 3.519 -0.260
C 5.233 -0.886 3.072 -1.067
C 4.721 1.672 -2.741 0.419
Cl 4.706 3.469 -2.792 -0.193
C 5.210 1.087 -3.942 -0.857
H 4.718 -2.145 -3.202 0.393
H 3.716 -1.170 -1.195 0.348
H 5.024 2.235 -0.269 0.538
H 2.740 3.247 -0.921 0.497
H 2.979 2.996 0.903 0.385
H 1.422 1.320 -2.313 0.574
H -1.011 0.555 -1.530 0.365
H 0.934 1.847 1.906 0.636
H 2.744 -0.675 0.676 0.285
H 2.865 0.377 2.185 0.114
H 6.691 -2.111 4.295 0.405
H 5.439 0.149 3.357 0.376
H 5.562 1.714 -4.730 0.475
N -1.366 -2.126 1.578 -0.147
N -1.662 -1.602 0.231 -0.285
H -0.455 -2.577 1.620 0.206
H -2.054 -2.862 1.746 0.118
H -2.547 -2.029 -0.169 0.198
H -0.904 -1.638 -0.415 0.235
```


CHClO2S | wB97M-V/def2-TZVPD

Computed properties:
- HOMO energy (alpha / beta) (eV) = -9.2 / -8.5
- 2S+1 = 1
- energy relative to the best compared isomer or geometry (same formula, charge and spin) (kcal per mole) = 48.8

```
6
Properties=species:S:1:pos:R:3:mulliken_charge:R:1
C -1.056 0.922 -0.276 0.039
O -1.618 1.722 0.273 -0.221
O 0.698 -2.283 0.909 -0.362
S 0.970 -0.873 1.083 0.456
Cl 2.078 -0.245 -0.571 -0.167
H -1.071 0.757 -1.417 0.254
```


C3H7NO | wB97M-V/def2-TZVPD

Computed properties:
- HOMO energy (eV) = -9.5
- 2S+1 = 1
- SMILES = CNC(C)=O
- energy relative to the best compared isomer or geometry (same formula, charge and spin) (kcal per mole) = 9.9

```
12
Properties=species:S:1:pos:R:3:mulliken_charge:R:1
C -1.355 0.676 -0.379 -0.767
N -0.041 0.404 -0.951 -0.187
C 1.048 -0.154 -0.293 0.722
C 0.820 -0.867 0.988 -1.138
O 2.135 -0.091 -0.833 -0.621
H -1.474 0.172 0.582 0.299
H -2.178 0.310 -1.048 0.256
H -1.537 1.749 -0.198 0.267
H 0.241 0.929 -1.782 0.240
H 0.545 -0.203 1.841 0.305
H 0.013 -1.590 0.830 0.340
H 1.783 -1.334 1.244 0.283
```


C25H43F3InP2 | wB97M-V/def2-TZVPD

Computed properties:
- HOMO energy (eV) = -10.0
- 2S+1 = 1
- total charge = +1
- energy relative to the best compared isomer or geometry (same formula, charge and spin) (kcal per mole) = 0.0

```
74
Properties=species:S:1:pos:R:3:mulliken_charge:R:1
In 0.333 -1.445 1.551 1.282
C 2.899 -1.535 2.045 0.557
C 2.510 -0.301 2.665 0.603
C 1.401 -2.024 3.769 0.358
C 2.216 -2.608 2.727 0.228
C 1.603 -0.597 3.736 0.529
C 3.857 -1.703 0.929 -1.485
H 3.994 -0.784 0.356 0.304
H 3.547 -2.482 0.226 0.328
H 4.838 -2.000 1.318 0.365
C 2.328 -4.054 2.435 -1.281
H 2.686 -4.236 1.418 0.292
H 1.361 -4.556 2.525 0.343
H 3.014 -4.550 3.132 0.317
C 0.544 -2.780 4.711 -1.288
H 1.135 -3.210 5.530 0.317
H 0.040 -3.611 4.213 0.290
H -0.243 -2.155 5.141 0.287
C 0.987 0.380 4.660 -1.486
H 1.573 0.440 5.584 0.375
H -0.031 0.107 4.948 0.317
H 0.948 1.383 4.236 0.290
C 2.958 1.053 2.265 -1.660
H 3.761 1.389 2.930 0.321
H 2.160 1.802 2.325 0.333
H 3.342 1.085 1.244 0.349
C -1.217 1.300 -5.103 -0.230
C -0.044 1.917 -5.016 -0.546
C 0.228 3.391 -4.927 -0.555
C -0.946 4.272 -4.453 -0.956
C -1.459 3.889 -3.094 -0.218
C -2.369 2.979 -2.770 -0.499
C -3.164 2.093 -3.685 -0.345
C -2.595 1.894 -5.105 -0.995
H 0.588 3.787 -5.890 0.358
H -1.724 4.318 -5.222 0.342
H 1.066 3.531 -4.227 0.290
H -2.680 2.818 -5.687 0.365
H -1.237 0.203 -5.245 0.369
H 0.881 1.321 -5.109 0.497
H -3.253 1.160 -5.600 0.416
H -3.246 1.104 -3.206 0.146
H -2.673 2.883 -1.713 0.467
H -4.199 2.458 -3.781 0.408
H -0.543 5.295 -4.360 0.392
H -1.012 4.509 -2.296 0.338
P 0.390 -0.742 -0.750 0.530
P -1.592 0.009 1.844 0.521
C -1.270 0.058 -0.978 -0.419
C -2.292 -0.233 0.148 -1.102
H -1.637 -0.340 -1.942 0.481
H -1.054 1.145 -1.045 0.019
H -3.143 0.468 0.115 0.736
H -2.649 -1.279 0.110 0.295
C -2.748 -0.656 3.069 -1.235
H -2.333 -0.464 4.084 0.312
H -2.872 -1.752 2.913 0.344
H -3.703 -0.104 2.907 0.479
C -1.358 1.793 2.115 -1.139
H -2.304 2.280 1.787 0.472
H -0.497 2.165 1.519 0.245
H -1.166 1.963 3.197 0.390
C 0.468 -2.251 -1.762 -1.451
H 1.421 -2.778 -1.539 0.358
H 0.444 -1.902 -2.817 0.516
H -0.381 -2.921 -1.513 0.394
C 1.653 0.415 -1.339 -0.912
H 1.728 1.273 -0.637 0.299
H 1.306 0.749 -2.345 0.256
H 2.626 -0.117 -1.394 0.385
F 0.230 -4.232 0.417 -0.210
C -0.623 -3.360 1.109 -0.294
F -1.780 -3.280 0.335 -0.243
F -1.023 -4.035 2.262 -0.258
```


H2O2S2 | wB97M-V/def2-TZVPD

Computed properties:
- HOMO energy (alpha / beta) (eV) = -8.8 / -8.8
- 2S+1 = 3
- energy relative to the best compared isomer or geometry (same formula, charge and spin) (kcal per mole) = 22.7

```
6
Properties=species:S:1:pos:R:3:mulliken_charge:R:1
O 1.613 -0.625 -0.906 -0.402
O -2.499 0.008 0.887 -0.392
S 1.295 -1.826 0.126 0.016
S -1.126 -0.431 1.661 0.056
H 2.076 0.215 -0.450 0.374
H -2.356 0.629 0.206 0.349
```


C4H13NO3 | wB97M-V/def2-TZVPD

Computed properties:
- HOMO energy (eV) = -9.1
- 2S+1 = 1
- SMILES = CCNC(C)=O.O.O
- energy relative to the best compared isomer or geometry (same formula, charge and spin) (kcal per mole) = 31.2

```
21
Properties=species:S:1:pos:R:3:mulliken_charge:R:1
C 0.288 1.846 -0.365 -0.921
C -0.695 1.074 0.435 -0.232
N -0.551 -0.373 0.206 -0.040
C -0.669 -1.389 1.119 0.694
C -0.784 -1.126 2.586 -1.104
O -0.287 -2.487 0.719 -0.653
H 0.849 2.734 0.066 0.331
H -0.153 2.334 -1.244 0.289
H 1.153 1.258 -0.810 0.160
H -0.434 1.214 1.498 0.128
H -1.745 1.438 0.314 0.245
H -0.295 -0.609 -0.725 0.227
H -1.838 -1.105 2.872 0.266
H -0.337 -1.945 3.121 0.340
H -0.347 -0.182 2.936 0.324
O 2.676 -0.317 -1.683 -0.664
H 2.588 -0.712 -0.806 0.325
H 3.428 0.299 -1.446 0.319
O -0.951 -1.009 -2.751 -0.670
H -1.610 -0.310 -2.703 0.313
H -0.284 -0.633 -3.339 0.323
```


no.,strongest force on any atom (eV Å⁻¹)
1,2.28
2,0.68
3,2.90
4,5.34
5,1.79
6,3.45
7,3.43
8,3.84